Record 1
C5H13Cl3GaO2 as an isolated structure. Source: the Open Molecules 2025 dataset; level of theory: ωB97M-V/def2-TZVPD.

```
24
C5H13Cl3GaO2, DFT ωB97M-V/def2-TZVPD
C 3.51 -0.98 2.26
C 2.17 -1.07 3.07
C 1.12 -2.00 2.42
Cl 0.93 -3.55 3.40
Ga -0.74 -1.19 2.17
Cl -1.09 -0.57 -0.03
Cl -1.18 0.58 3.52
H 4.02 -1.95 2.24
H 3.35 -0.60 1.24
H 4.17 -0.25 2.76
H 2.47 -1.41 4.08
H 1.82 -0.03 3.19
H 1.48 -2.33 1.43
H -1.82 -2.35 2.45
C -1.57 2.48 -3.70
C -2.80 1.74 -3.19
O -2.43 0.44 -2.77
O -0.98 1.75 -4.77
H -1.84 3.47 -4.06
H -0.83 2.58 -2.90
H -3.53 1.62 -3.98
H -3.26 2.28 -2.35
H -1.90 0.53 -1.96
H -1.06 0.82 -4.52
```

Properties
Maximum force in eV/A: 1.09
Energy relative to the best compared isomer or geometry (same formula, charge and spin) in kJ/mol: 39.7
Total charge: -1
Total energy in hartree: -3654.307718
Spin multiplicity: 1

Mulliken atomic charge list, values in e, 4 entries: -1.21, -0.44, -0.21, -0.28



Record 2
A 2-piece molecular cluster, C5H13ClN3O2S overall. Source: the Open Molecules 2025 dataset; level of theory: ωB97M-V/def2-TZVPD.

```
25
C5H13ClN3O2S, DFT ωB97M-V/def2-TZVPD
C 0.31 -1.64 -0.08
C -1.76 -2.84 0.15
C 3.30 -0.18 0.60
C -0.83 1.41 -0.81
C -2.31 1.75 -0.84
N -0.91 -1.66 0.25
N 0.78 0.25 0.61
N -0.45 0.89 0.50
O 1.25 -2.18 -0.51
O 2.30 2.26 0.68
S 2.06 0.87 -0.17
Cl -3.30 0.32 -0.47
H -1.19 -3.68 -0.25
H -2.13 -3.10 1.15
H -2.60 -2.61 -0.50
H 3.16 -0.14 1.68
H 4.28 0.17 0.31
H 3.16 -1.20 0.25
H -0.25 2.30 -1.09
H -0.62 0.62 -1.55
H -2.60 2.10 -1.83
H -2.55 2.51 -0.09
H -1.33 -0.76 0.56
H 2.77 2.95 0.20
H -0.55 1.59 1.23
```

Properties
Maximum force in eV/A: 2.39
Total charge: +1
Expectation value of S²: 2.009
Total energy in hartree: -1370.955326
Spin multiplicity: 3

Mulliken atomic charge list, values in e, 4 entries: 0.66, -0.93, -0.86, -0.60



Record 3
A 2-piece molecular cluster, C5H13ClNOPS overall. Source: the Open Molecules 2025 dataset; level of theory: ωB97M-V/def2-TZVPD.

```
23
C5H13ClNOPS, DFT ωB97M-V/def2-TZVPD
C 1.55 -1.57 -0.76
C -2.36 -1.87 -1.10
C -0.23 3.31 1.81
C 0.21 -2.06 -1.34
C -0.99 -1.24 -0.81
N 0.95 2.54 1.93
O 1.18 2.34 -0.60
P 1.26 1.57 0.65
S -0.97 -1.05 1.00
Cl 3.11 0.96 1.34
H 1.66 -0.58 -0.98
H 1.64 -1.64 0.42
H 2.43 -2.28 -1.05
H -2.31 -2.36 -2.09
H -3.02 -0.98 -1.04
H -2.56 -2.63 -0.39
H -0.32 3.78 0.82
H -1.20 2.82 1.79
H -0.33 4.15 2.47
H -0.02 -3.13 -1.03
H 0.31 -1.78 -2.40
H -0.97 -0.30 -1.41
H 0.98 2.00 2.76
```

Properties
Maximum force in eV/A: 5.18
Energy relative to the best compared isomer or geometry (same formula, charge and spin) in kJ/mol: 173.1
Total charge: 0
Total energy in hartree: -1527.962774
Spin multiplicity: 1

Mulliken atomic charge list, values in e, 4 entries: -1.01, -1.46, -0.92, -0.39



Record 4
C5H13FN2O5PS as an isolated structure. Source: the Open Molecules 2025 dataset; level of theory: ωB97M-V/def2-TZVPD.

```
28
C5H13FN2O5PS, DFT ωB97M-V/def2-TZVPD
C 3.34 1.02 0.34
C 3.09 -0.10 1.35
O 3.80 -0.19 2.28
O 2.06 -0.98 1.26
C 1.90 -1.55 -0.06
C 0.44 -1.29 -0.61
C -0.27 -0.22 0.25
N -1.64 0.09 -0.35
P -2.78 -0.21 0.99
N -4.27 0.08 0.68
S -1.61 1.74 -0.65
O -2.85 2.27 -1.05
O -0.62 1.96 -1.64
F -1.20 2.49 0.73
H 3.93 0.70 -0.53
H 3.96 1.76 0.86
H 2.42 1.55 0.05
H 2.65 -1.22 -0.79
H 1.98 -2.64 0.07
H 0.54 -0.93 -1.64
H -0.14 -2.23 -0.56
H -0.41 -0.58 1.28
H 0.37 0.66 0.22
H -2.66 -1.58 1.36
H -2.29 0.60 2.05
H -4.38 0.38 -0.29
O -2.94 -1.12 -3.04
H -2.42 -0.47 -2.56
```

Properties
Maximum force in eV/A: 3.38
Total charge: -1
Total energy in hartree: -1523.330586
Spin multiplicity: 1

Mulliken atomic charge list, values in e, 4 entries: -0.93, 0.66, -0.54, -0.37



Record 5
A 2-piece molecular cluster, C5H13N overall. Source: the Open Molecules 2025 dataset; level of theory: ωB97M-V/def2-TZVPD.

```
19
C5H13N, DFT ωB97M-V/def2-TZVPD
C -0.11 -1.33 2.25
C 1.05 -1.04 1.68
C 1.53 -1.51 0.37
H -0.31 -1.06 3.28
H -0.91 -1.88 1.77
H 1.79 -0.41 2.16
H 2.30 -2.29 0.49
H 0.81 -1.89 -0.37
H 2.02 -0.74 -0.25
C 0.12 1.68 -1.58
C -1.40 1.49 -1.24
N -1.54 0.19 -0.62
H 0.50 0.69 -1.84
H 0.34 2.25 -2.48
H 0.62 1.95 -0.65
H -1.67 2.33 -0.60
H -1.91 1.56 -2.20
H -0.79 -0.09 -0.01
H -2.43 0.08 -0.17
```

Properties
Maximum force in eV/A: 2.08
SMILES: C=CC.CCN
Energy relative to the best compared isomer or geometry (same formula, charge and spin) in kJ/mol: 142.5
Total charge: 0
Total energy in hartree: -253.008824
Spin multiplicity: 1

Mulliken atomic charge list, values in e, 4 entries: -0.64, 0.00, -1.08, 0.24



Record 6
A 2-piece molecular cluster, C5H13N overall. Source: the Open Molecules 2025 dataset; level of theory: ωB97M-V/def2-TZVPD.

```
19
C5H13N, DFT ωB97M-V/def2-TZVPD
C 2.76 -0.69 0.00
C 1.61 -1.34 0.17
C 1.18 -2.48 -0.70
H 2.95 0.26 0.48
H 3.45 -0.96 -0.78
H 0.88 -1.00 0.89
H 0.56 -2.07 -1.50
H 2.02 -2.98 -1.17
H 0.48 -3.12 -0.17
C -2.34 1.94 -0.46
C -1.53 0.89 0.28
N -0.51 1.53 1.11
H -1.87 2.20 -1.41
H -3.37 1.66 -0.60
H -2.35 2.89 0.09
H -2.21 0.27 0.88
H -1.03 0.18 -0.39
H -0.91 1.92 1.95
H 0.25 0.91 1.34
```

Properties
Maximum force in eV/A: 0.83
SMILES: C=CC.CCN
Energy relative to the best compared isomer or geometry (same formula, charge and spin) in kJ/mol: 130.7
Total charge: 0
Total energy in hartree: -253.013308
Spin multiplicity: 1

Mulliken atomic charge list, values in e, 4 entries: -0.70, 0.07, -1.19, 0.26



Record 7
An isolated ion of composition C5H13N2 and charge +1. Source: the Open Molecules 2025 dataset; level of theory: ωB97M-V/def2-TZVPD.

```
20
C5H13N2, DFT ωB97M-V/def2-TZVPD
N -1.97 0.54 -0.99
C -1.21 1.52 -0.29
C -0.57 1.25 0.83
C -0.29 -0.15 1.43
C 1.12 -0.80 1.10
C 1.31 -1.40 -0.36
N 0.86 -0.36 -1.19
H -2.49 -0.12 -0.52
H -2.65 1.10 -1.56
H -1.02 2.40 -0.89
H -0.14 1.93 1.49
H -1.12 -0.68 1.02
H -0.42 -0.03 2.47
H 1.80 0.06 1.26
H 1.37 -1.60 1.85
H 2.32 -1.58 -0.66
H 0.75 -2.32 -0.67
H 1.30 -0.33 -2.15
H 1.24 0.57 -0.86
H -0.22 0.00 -1.31
```

Properties
Maximum force in eV/A: 7.72
SMILES: N/C=C\CCC[NH3+]
Energy relative to the best compared isomer or geometry (same formula, charge and spin) in kJ/mol: 289.3
Total charge: +1
Total energy in hartree: -307.511407
Spin multiplicity: 1

Mulliken atomic charge list, values in e, 4 entries: -0.50, -0.58, -0.32, -0.72



Record 8
An isolated ion of composition C5H13N2 and charge +1. Source: the Open Molecules 2025 dataset; level of theory: ωB97M-V/def2-TZVPD.

```
20
C5H13N2, DFT ωB97M-V/def2-TZVPD
C -1.31 -1.79 -0.03
N -1.11 -0.71 0.50
C -0.37 0.38 0.07
C -0.05 1.11 1.39
C -1.10 1.30 -0.95
N 0.97 -0.02 -0.67
C 1.85 -0.89 0.13
H -1.94 -2.61 0.29
H -0.88 -2.26 -0.93
H 0.32 0.53 2.24
H -1.08 1.39 1.75
H 0.55 1.95 1.15
H -1.67 0.80 -1.74
H -0.42 2.00 -1.34
H -1.91 1.66 -0.35
H 0.92 -0.64 -1.45
H 1.24 0.96 -0.89
H 2.36 -0.25 0.85
H 1.10 -1.58 0.54
H 2.53 -1.30 -0.56
```

Properties
Maximum force in eV/A: 4.33
SMILES: C=NC(C)(C)[NH2+]C
Energy relative to the best compared isomer or geometry (same formula, charge and spin) in kJ/mol: 323.9
Total charge: +1
Total energy in hartree: -307.498260
Spin multiplicity: 1

Mulliken atomic charge list, values in e, 4 entries: -0.34, -0.39, 0.79, -1.45



Record 9
An isolated ion of composition C5H13N2 and charge +1. Source: the Open Molecules 2025 dataset; level of theory: ωB97M-V/def2-TZVPD.

```
20
C5H13N2, DFT ωB97M-V/def2-TZVPD
C 1.78 -0.21 2.38
C 0.31 -0.69 2.04
C 0.25 -1.35 0.68
C 0.33 -0.30 -0.45
N -0.90 -0.24 -1.22
C -1.35 0.83 -1.81
N -0.67 1.96 -1.83
H 2.02 -0.62 3.36
H 2.48 -0.63 1.67
H 1.81 0.87 2.48
H 0.09 -1.37 2.85
H -0.33 0.16 2.10
H 0.93 -2.17 0.53
H -0.75 -1.80 0.60
H 1.19 -0.48 -1.11
H 0.63 0.62 0.01
H -1.48 -1.06 -1.15
H -2.36 0.84 -2.20
H 0.34 1.99 -1.81
H -1.07 2.77 -2.27
```

Properties
Maximum force in eV/A: 2.72
SMILES: CCCC/[NH+]=C\N
Energy relative to the best compared isomer or geometry (same formula, charge and spin) in kJ/mol: 112.9
Total charge: +1
Total energy in hartree: -307.578598
Spin multiplicity: 1

Mulliken atomic charge list, values in e, 4 entries: -1.05, -0.75, -0.74, -0.60



Record 10
An isolated ion of composition C5H13N2 and charge +1. Source: the Open Molecules 2025 dataset; level of theory: ωB97M-V/def2-TZVPD.

```
20
C5H13N2, DFT ωB97M-V/def2-TZVPD
C 0.82 0.91 -2.22
C 0.33 0.77 -0.99
N 0.78 1.84 -0.03
C -0.75 -0.11 -0.47
C -0.48 -0.68 0.95
C 0.86 -1.41 0.98
N -1.71 -1.34 1.34
H 1.85 1.27 -2.24
H 0.44 0.78 -3.23
H 0.94 1.50 0.93
H 1.65 2.26 -0.37
H 0.06 2.57 -0.06
H -1.57 0.60 -0.29
H -0.75 -1.00 -1.09
H -0.46 0.08 1.75
H 0.91 -2.23 0.26
H 1.67 -0.68 0.81
H 1.04 -1.91 1.92
H -2.01 -2.08 0.72
H -1.69 -1.67 2.30
```

Properties
Maximum force in eV/A: 2.43
SMILES: C=C([NH3+])C[C@H](C)N
Energy relative to the best compared isomer or geometry (same formula, charge and spin) in kJ/mol: 302.2
Total charge: +1
Total energy in hartree: -307.506494
Spin multiplicity: 1

Mulliken atomic charge list, values in e, 4 entries: -0.97, 0.31, -0.20, -0.46



Record 11
An isolated ion of composition C5H13N2 and charge +1. Source: the Open Molecules 2025 dataset; level of theory: ωB97M-V/def2-TZVPD.

```
20
C5H13N2, DFT ωB97M-V/def2-TZVPD
N -1.40 -2.49 -1.04
C -0.15 -1.87 -1.16
C -0.27 -0.36 -1.41
C -0.61 0.34 -0.16
C 0.52 0.73 0.74
C 0.47 2.14 1.41
N 1.19 2.48 2.42
H -1.47 -3.61 -0.77
H -1.91 -2.52 -1.90
H 0.72 -2.27 -1.79
H 0.42 -1.88 -0.22
H -0.81 -0.18 -2.43
H 0.69 0.04 -1.84
H -1.30 1.12 -0.34
H -1.27 -0.31 0.45
H 0.68 -0.16 1.46
H 1.46 0.72 0.20
H -0.02 2.87 0.83
H 1.12 3.37 2.98
H 1.95 1.82 2.56
```

Properties
Maximum force in eV/A: 4.93
SMILES: NCCCCC=[NH2+]
Energy relative to the best compared isomer or geometry (same formula, charge and spin) in kJ/mol: 348.5
Total charge: +1
Total energy in hartree: -307.488856
Spin multiplicity: 1

Mulliken atomic charge list, values in e, 4 entries: -0.55, -0.54, -0.70, -0.99



Record 12
C5H13N2 as an isolated structure. Source: the Open Molecules 2025 dataset; level of theory: ωB97M-V/def2-TZVPD.

```
20
C5H13N2, DFT ωB97M-V/def2-TZVPD
C 2.05 -0.57 1.88
C 0.85 -0.26 1.44
C 1.48 1.70 0.21
C -0.84 0.74 0.13
C -2.07 -1.29 -0.93
N 0.39 0.77 0.64
N -0.90 -0.46 -1.33
H 2.93 0.14 1.88
H 2.12 -1.50 2.35
H 2.08 1.25 -0.59
H 1.08 2.70 -0.11
H 2.06 1.86 1.14
H -2.14 -2.06 -1.78
H -1.06 1.62 -0.44
H -1.65 0.29 0.57
H -1.75 -1.64 0.01
H 0.03 -0.97 1.82
H -0.07 -1.07 -1.22
H -1.00 0.09 -2.22
H -2.92 -0.54 -0.93
```

Properties
Maximum force in eV/A: 3.91
Energy relative to the best compared isomer or geometry (same formula, charge and spin) in kJ/mol: 340.6
Total charge: +1
Total energy in hartree: -307.491885
Spin multiplicity: 1

Mulliken atomic charge list, values in e, 4 entries: -0.85, 0.32, -1.01, -0.65



Please write out number 7 again, unchanged.
An isolated ion of composition C5H13N2 and charge +1. Source: the Open Molecules 2025 dataset; level of theory: ωB97M-V/def2-TZVPD.

```
20
C5H13N2, DFT ωB97M-V/def2-TZVPD
N -1.97 0.54 -0.99
C -1.21 1.52 -0.29
C -0.57 1.25 0.83
C -0.29 -0.15 1.43
C 1.12 -0.80 1.10
C 1.31 -1.40 -0.36
N 0.86 -0.36 -1.19
H -2.49 -0.12 -0.52
H -2.65 1.10 -1.56
H -1.02 2.40 -0.89
H -0.14 1.93 1.49
H -1.12 -0.68 1.02
H -0.42 -0.03 2.47
H 1.80 0.06 1.26
H 1.37 -1.60 1.85
H 2.32 -1.58 -0.66
H 0.75 -2.32 -0.67
H 1.30 -0.33 -2.15
H 1.24 0.57 -0.86
H -0.22 0.00 -1.31
```

Properties
Maximum force in eV/A: 7.72
SMILES: N/C=C\CCC[NH3+]
Energy relative to the best compared isomer or geometry (same formula, charge and spin) in kJ/mol: 289.3
Total charge: +1
Total energy in hartree: -307.511407
Spin multiplicity: 1

Mulliken atomic charge list, values in e, 4 entries: -0.50, -0.58, -0.32, -0.72



Please write out number 2 again, unchanged.
A 2-piece molecular cluster, C5H13ClN3O2S overall. Source: the Open Molecules 2025 dataset; level of theory: ωB97M-V/def2-TZVPD.

```
25
C5H13ClN3O2S, DFT ωB97M-V/def2-TZVPD
C 0.31 -1.64 -0.08
C -1.76 -2.84 0.15
C 3.30 -0.18 0.60
C -0.83 1.41 -0.81
C -2.31 1.75 -0.84
N -0.91 -1.66 0.25
N 0.78 0.25 0.61
N -0.45 0.89 0.50
O 1.25 -2.18 -0.51
O 2.30 2.26 0.68
S 2.06 0.87 -0.17
Cl -3.30 0.32 -0.47
H -1.19 -3.68 -0.25
H -2.13 -3.10 1.15
H -2.60 -2.61 -0.50
H 3.16 -0.14 1.68
H 4.28 0.17 0.31
H 3.16 -1.20 0.25
H -0.25 2.30 -1.09
H -0.62 0.62 -1.55
H -2.60 2.10 -1.83
H -2.55 2.51 -0.09
H -1.33 -0.76 0.56
H 2.77 2.95 0.20
H -0.55 1.59 1.23
```

Properties
Maximum force in eV/A: 2.39
Total charge: +1
Expectation value of S²: 2.009
Total energy in hartree: -1370.955326
Spin multiplicity: 3

Mulliken atomic charge list, values in e, 4 entries: 0.66, -0.93, -0.86, -0.60



> Which value of total charge does entry 5 give?

0